3 unconnected molecules or ions with the total composition C3H13NO3 in a non-equilibrium geometry. Source: OMol25; level of theory: ωB97M-V with the def2-TZVPD basis set.

As for the frontier orbital gap: 9.7 eV. The calculation puts the energy above the lowest of the compared OMol25 structures with the same formula, charge and spin at 145.9 kJ/mol. The calculation puts the total energy at -402.5249 Eh. The HOMO energy comes out at -9.071 eV. The molecular weight comes out at 111.141 g/mol. The largest force on an atom is 2.1 eV/A. As for the SMILES: CCNCO.O.O.

```
! RIJCOSX wB97M-V def2-TZVPD def2/J DEFGRID3
* xyz 0 1
O 1.78963 0.75155 1.26848
O 0.61334 -2.31006 -1.99067
O 1.11619 0.45997 -2.68203
N -0.62436 1.03032 1.61946
C 0.59545 1.49886 1.01265
C -1.53214 0.41879 0.64755
C -1.29327 -1.08703 0.51918
H -0.95576 -1.43241 -0.44916
H -1.61258 0.91550 -0.32064
H 1.89552 -0.00194 -3.03135
H -2.53254 0.59685 1.04291
H 0.48668 1.48093 -0.07067
H 0.63418 -1.57536 -2.62631
H -0.51415 -1.42463 1.21328
H 1.41761 0.33086 -1.75952
H -0.51273 0.56230 2.50566
H 0.54739 -1.76494 -1.19238
H -2.18955 -1.70123 0.67952
H 0.79492 2.54713 1.39465
H 1.87618 0.70451 2.21938
*
```

These are the Mulliken partial charges, in e, on atoms 1 to 5: atom 1 (O): -0.51, atom 2 (O): -0.66, atom 3 (O): -0.69, atom 4 (N): -0.31, atom 5 (C): -0.35


A molecular structure, C30H48LaP2S in a non-equilibrium geometry. Source: OMol25; level of theory: ωB97M-V with the def2-TZVPD basis set.

As for the frontier orbital gap: 6.8 eV. The calculation puts the total energy at -2284.0432 Eh. The HOMO energy comes out at -9.893 eV. The molecular weight comes out at 641.635 g/mol. The largest force on an atom is 5.0 eV/A.

```
! RIJCOSX wB97M-V def2-TZVPD def2/J DEFGRID3
* xyz 1 1
La -1.29325 -0.54335 -1.32411
S -0.42192 -3.22063 -2.02212
P -0.92319 2.71192 -2.48524
P 2.11333 2.02687 -1.86606
C -0.87258 4.19597 -1.33451
C -1.55076 0.59733 2.50503
C -0.18094 -4.61060 -1.03910
C 2.68458 -1.22691 2.05053
C -3.54748 -0.52924 -0.41770
C 2.77294 -1.09397 3.40272
C -1.20896 -5.49889 -0.67643
C -2.99330 -1.78638 0.03175
C 1.49197 0.94137 1.33047
C 0.29292 -6.76909 0.74881
C -3.56228 -3.13572 -0.29546
C 0.39724 3.35076 -3.68548
C -2.22697 3.24998 -3.70013
C -3.19734 1.99208 0.26622
C 3.22725 1.03093 -2.93887
C 2.54369 2.43707 3.06977
C 1.35002 -5.93403 0.33837
C 3.00867 1.36772 3.94083
C -2.85978 0.53754 0.28692
C -1.92994 -0.05625 1.20555
C 3.34849 2.97900 -0.87549
C -0.98988 -6.54461 0.22640
C -4.36143 -0.40659 -1.66037
C -1.96840 -1.48858 0.98529
C 1.77984 3.49510 -3.04585
C -1.19684 -2.48475 1.78018
C 1.60248 2.24126 2.15425
C 1.13933 -4.92677 -0.60839
C 2.77053 0.04076 1.19306
C 2.07938 0.10781 3.96846
H -2.99563 -3.56369 -1.13413
H 2.37087 -6.07768 0.73263
H -3.72312 -0.62993 -2.55900
H -1.76638 -3.42305 1.78843
H -2.13131 2.55442 -4.54076
H 4.26213 1.06989 -2.57293
H -5.18289 -1.13509 -1.65495
H -3.22324 3.18007 -3.24677
H -4.78417 0.60444 -1.75055
H 1.21575 0.21263 3.31505
H 2.83632 0.00840 -2.81240
H 2.68457 3.60857 -0.24516
H 3.15747 1.73101 4.97042
H 3.91260 3.64808 -1.55744
H -0.51123 5.07974 -1.87262
H 0.63460 0.35708 1.71315
H 2.72220 -2.19345 1.52338
H 0.37309 2.62484 -4.52564
H -0.88089 -0.05182 3.09553
H 3.40341 -1.61723 4.11034
H -2.17477 -5.33285 -1.11736
H 4.01092 1.09192 3.57625
H 0.68083 2.84780 2.08390
H -2.46971 0.74965 3.10461
H 3.18835 1.33829 -3.99527
H -0.19252 -2.64698 1.34534
H 1.95253 -4.35507 -1.05003
H 4.06258 2.37896 -0.25882
H -4.28764 2.15859 0.23130
H 0.05442 4.33386 -4.07071
H 2.52167 3.51212 -3.85792
H -1.09531 1.59762 2.38875
H -2.78900 2.48840 -0.63506
H 3.67179 0.67773 1.39968
H 3.02236 3.39888 3.17352
H 1.12776 1.25557 0.34921
H -4.63562 -3.06291 -0.57464
H -1.04930 -2.12232 2.81585
H 0.50397 -7.59815 1.43296
H -2.01988 4.27367 -4.04580
H 1.88457 4.45778 -2.49597
H -3.47820 -3.79897 0.58317
H 1.72822 -0.03938 4.99261
H -1.89308 4.37734 -0.97991
H -1.82260 -7.19154 0.49617
H 2.79583 -0.27283 0.13659
H -2.78813 2.46582 1.17682
H -0.20160 3.98265 -0.49111
*
```

These are the Mulliken partial charges, in e, on atoms 1 to 5: atom 1 (La): 1.34, atom 2 (S): -0.51, atom 3 (P): 0.60, atom 4 (P): 1.06, atom 5 (C): -1.21


A single C4H6N2O molecule. Source: OMol25; level of theory: ωB97M-V with the def2-TZVPD basis set.

As for the frontier orbital gap: 6.6 eV. The calculation puts the energy above the lowest of the compared OMol25 structures with the same formula, charge and spin at 288.2 kJ/mol. The calculation puts the total energy at -340.6851 Eh. The HOMO energy comes out at -6.277 eV. The molecular weight comes out at 98.105 g/mol. The largest force on an atom is 0.6 eV/A. As for the SMILES: C=C1NC=C(O)N1.

```
! RIJCOSX wB97M-V def2-TZVPD def2/J DEFGRID3
* xyz 0 1
O 1.76744 0.23529 2.01143
N -0.41304 0.84582 -0.68187
N 0.28980 -0.78512 0.50483
C -0.54361 -0.48717 -0.56593
C 0.89314 0.35429 0.98990
C 0.44672 1.40744 0.25888
C -1.44168 -1.18828 -1.40438
H 0.62894 2.46488 0.35555
H 0.51683 -1.72106 0.80249
H -2.19097 -1.77170 -0.88154
H -1.00337 -1.68653 -2.26679
H -1.06811 1.22387 -1.35320
H 2.11791 1.10825 2.23062
*
```

These are the Mulliken partial charges, in e, on atoms 1 to 5: atom 1 (O): -0.51, atom 2 (N): -0.16, atom 3 (N): -0.09, atom 4 (C): 0.05, atom 5 (C): 0.59


A molecular structure, C36H37NP2RuS in a non-equilibrium geometry. Source: OMol25; level of theory: ωB97M-V with the def2-TZVPD basis set.

As for the frontier orbital gap (alpha / beta): 7.2 / 5.4 eV. The calculation puts the energy above the lowest of the compared OMol25 structures with the same formula, charge and spin at 0.0 kJ/mol. The calculation puts the total energy at -2623.7904 Eh. The HOMO energy (alpha / beta) comes out at -13.079 / -13.628 eV. The molecular weight comes out at 678.784 g/mol. The largest force on an atom is 2.7 eV/A.

```
! RIJCOSX wB97M-V def2-TZVPD def2/J DEFGRID3
* xyz 2 5
Ru -0.68485 3.21415 2.59822
S -0.28755 7.52169 4.43607
P -0.06781 -1.09281 -2.91676
P 2.09852 -1.61265 -1.14263
N -0.63646 5.06467 3.17007
C 0.52379 -3.23399 -6.41199
C -2.67291 -0.88439 -1.84521
C -2.09914 0.65201 3.06061
C -2.38272 1.97398 2.37694
C 0.68442 -2.63557 -5.16198
C -3.91318 -0.26204 -1.69561
C -1.62624 -2.18614 -6.65210
C 5.80694 -2.97126 -2.28322
C -3.10914 1.64479 -2.96340
C 2.24757 -1.05641 0.57210
C 0.75054 -2.81804 -1.02805
C -2.80535 3.09219 3.14832
C 3.55943 -2.70766 -1.39857
C -1.47398 -1.57658 -5.39932
C -1.65442 -0.26026 -2.57535
C -3.10422 3.00158 4.63893
C 2.30164 0.08700 3.11247
C -0.60515 3.16387 5.00622
C 4.63571 -4.87901 -1.37637
C -0.23510 -2.61969 -1.95133
C -0.47120 6.09634 3.76556
C -0.37504 4.05748 0.80616
C 1.40609 0.57902 2.15309
C -1.15007 0.72064 4.29228
C 5.77296 -4.33585 -1.97751
C -1.87533 1.01810 -3.12596
C 3.21580 -0.91912 2.78072
C -0.62790 -3.01431 -7.17273
C 3.53273 -4.07409 -1.08545
C 1.31279 -0.06324 0.92012
C -0.31903 -1.79491 -4.62913
C -4.13118 1.00303 -2.25338
C 3.22643 -1.46090 1.48648
C 4.70806 -2.15399 -2.00593
C -1.95675 3.40019 5.57799
C -0.27267 1.94419 4.39860
H -4.70999 -0.75895 -1.14258
H -3.28304 2.63485 -3.38852
H 0.78978 -3.60020 -0.26998
H 3.98079 -2.18887 1.20008
H -0.25312 3.33813 -0.00786
H -3.48405 2.00203 4.90654
H -2.53303 -2.00866 -7.23260
H -0.44798 -0.12686 4.18789
H -1.22080 4.72869 0.58713
H -3.04021 0.19057 3.40149
H -1.74223 0.52428 5.19959
H 2.65124 -4.52053 -0.61602
H 0.77978 1.48644 2.30690
H 0.78916 1.71588 4.34479
H 1.59766 -2.83012 -4.59032
H 3.93475 -1.26854 3.52779
H 2.30236 0.49166 4.12937
H 0.19657 3.82456 5.33297
H -3.92058 3.71198 4.86627
H -0.74607 -3.47396 -8.16006
H -2.68102 1.94039 1.31809
H -2.50335 -1.86634 -1.40895
H -2.08999 4.46127 5.84553
H -1.07899 1.50601 -3.68968
H 1.31134 -3.88068 -6.81300
H -1.68705 -0.03954 2.30523
H 4.73324 -1.08973 -2.25127
H 4.59957 -5.94015 -1.12935
H 0.51262 4.68901 0.89597
H -5.09700 1.48790 -2.13463
H -2.27595 -0.93497 -5.03099
H 6.69607 -2.54409 -2.74243
H 6.62892 -4.97194 -2.21044
H -3.34669 3.89663 2.63858
H -2.10047 2.86350 6.54159
H -1.04940 -3.30647 -2.18223
H 0.54111 0.23479 0.21614
*
```

These are the Mulliken partial charges, in e, on atoms 1 to 5: atom 1 (Ru): 0.04, atom 2 (S): -0.13, atom 3 (P): 0.45, atom 4 (P): 0.51, atom 5 (N): -0.46


A molecular structure, C11H22B3BeF9NNaO9PS in a non-equilibrium geometry. Source: OMol25; level of theory: ωB97M-V with the def2-TZVPD basis set.

As for the frontier orbital gap: 1.6 eV. The calculation puts the total energy at -3054.2469 Eh. The HOMO energy comes out at -5.464 eV. The molecular weight comes out at 610.756 g/mol. The largest force on an atom is 3.4 eV/A.

```
! RIJCOSX wB97M-V def2-TZVPD def2/J DEFGRID3
* xyz -1 1
S 2.18388 1.10785 -0.44914
P -1.03128 -0.90781 -2.32520
Na 3.70842 -0.35424 -2.24526
F -2.71719 7.83538 -0.20649
F -0.39270 -3.13314 0.50235
F -0.42858 7.75904 -0.05846
F -1.63558 5.81553 -0.06193
F -0.81759 -5.36451 0.90665
F 3.21600 4.63202 -0.21916
F 0.22915 -4.72182 -1.03017
F -1.48636 7.06983 -1.98112
F 1.33769 -4.58247 0.97165
O 2.45209 -3.56215 -2.18556
O -1.19703 -3.48495 5.80556
O -1.61426 1.79372 -1.13033
O -0.34783 -3.94418 3.73298
O 3.46982 0.42486 -0.38919
O 1.23502 0.71368 -1.80467
O 1.28104 0.50807 0.66916
O -2.54155 -0.10342 2.31684
O 2.39967 2.49322 -0.41752
N -1.08053 -0.26233 -3.75718
C -0.44018 2.77228 0.88502
C 2.38639 -2.15164 -2.15081
C -1.09809 -3.46664 4.58299
C -2.16701 -2.60333 3.79810
C 1.25722 -1.81161 -1.14349
C -2.25664 -0.33630 1.16094
C -0.01134 0.12780 0.01197
C -0.33933 2.44469 2.38226
C 2.12465 -1.66170 -3.64274
C -0.84801 -0.82111 0.86095
C 0.50110 -0.43039 -1.32668
B -1.56764 7.14602 -0.59691
B 0.09716 -4.47808 0.34833
B -0.73227 1.58306 -0.10122
Be -0.23243 5.06369 2.27187
H 2.37462 -0.57028 -3.72882
H 0.57946 -2.65638 -1.18586
H -2.71772 -3.24360 3.11359
H -0.26296 0.31159 -3.92198
H -1.30904 2.37460 2.85826
H -1.07690 -2.31140 -2.39456
H -3.02205 -0.19111 0.38327
H 1.08600 -1.72163 -3.94008
H 2.77343 -2.15391 -4.35883
H -0.35220 -0.91027 1.82142
H 0.20799 3.29091 2.84892
H 3.05869 -3.80361 -2.88731
H 0.22916 1.55280 2.62106
H -0.83231 -1.81614 0.41914
H 1.69390 -1.85653 -0.14971
H -2.14208 -0.46507 -1.59090
H 3.39244 -1.84718 -1.75005
H -1.27490 3.46801 0.75302
H -2.85975 -2.11918 4.48157
H -1.24486 2.47967 -1.70237
H 0.44510 3.30570 0.51842
H -1.63199 -1.85531 3.23585
*
```

These are the Mulliken partial charges, in e, on atoms 1 to 5: atom 1 (S): 1.36, atom 2 (P): 1.08, atom 3 (Na): 0.75, atom 4 (F): -0.38, atom 5 (F): -0.32


A single C7H8N4 molecule in a non-equilibrium geometry. Source: OMol25; level of theory: ωB97M-V with the def2-TZVPD basis set.

As for the frontier orbital gap: 9.1 eV. The calculation puts the energy above the lowest of the compared OMol25 structures with the same formula, charge and spin at 381.2 kJ/mol. The calculation puts the total energy at -490.4280 Eh. The HOMO energy comes out at -8.181 eV. The molecular weight comes out at 148.169 g/mol. The largest force on an atom is 5.6 eV/A. As for the SMILES: c1ccn(Nc2cc[nH]n2)c1.

```
! RIJCOSX wB97M-V def2-TZVPD def2/J DEFGRID3
* xyz 0 1
N -0.07490 0.63782 1.34196
N -2.65121 0.05541 1.01620
N -3.47378 0.03295 0.00167
N 1.06351 0.15446 0.75062
C 2.85223 0.09353 -0.53764
C -2.82452 -0.14018 -1.21277
C 1.73180 -1.05654 0.97974
C -1.46409 0.18005 0.44238
C -1.50921 0.05158 -0.96361
C 2.87528 -1.07798 0.15775
C 1.75731 0.80655 -0.20310
H -3.39987 -0.22861 -2.15759
H -4.37521 -0.14200 0.18550
H -0.03835 1.64075 1.34099
H 3.61497 -1.72675 0.15553
H 1.53578 -1.69882 1.91145
H -0.63907 0.26233 -1.42225
H 1.43425 1.80119 -0.53723
H 3.58510 0.35427 -1.24961
*
```

These are the Mulliken partial charges, in e, on atoms 1 to 5: atom 1 (N): -0.85, atom 2 (N): -0.78, atom 3 (N): 0.31, atom 4 (N): 0.64, atom 5 (C): -0.57


A single C2H4NPS molecule in a non-equilibrium geometry. Source: OMol25; level of theory: ωB97M-V with the def2-TZVPD basis set.

As for the frontier orbital gap: 8.5 eV. The calculation puts the energy above the lowest of the compared OMol25 structures with the same formula, charge and spin at 48.0 kJ/mol. The calculation puts the total energy at -872.8750 Eh. The HOMO energy comes out at -8.827 eV. The molecular weight comes out at 105.102 g/mol. The largest force on an atom is 4.0 eV/A. As for the SMILES: C1CSP=N1.

```
! RIJCOSX wB97M-V def2-TZVPD def2/J DEFGRID3
* xyz 0 1
S -0.03905 1.40087 -2.04336
P -1.38239 -0.06710 -2.73228
N -1.38747 -0.88512 -1.37211
C -0.71123 -0.47538 -0.22103
C 0.46124 0.57082 -0.52175
H 0.75012 1.31132 0.25727
H -0.20628 -1.39759 0.16914
H -1.17011 0.07245 0.65715
H 1.52443 0.13068 -0.70885
*
```

These are the Mulliken partial charges, in e, on atoms 1 to 5: atom 1 (S): -0.21, atom 2 (P): 0.25, atom 3 (N): -0.36, atom 4 (C): -0.29, atom 5 (C): -0.45


2 unconnected molecules or ions with the total composition C4H9BrNO in a non-equilibrium geometry. Source: OMol25; level of theory: ωB97M-V with the def2-TZVPD basis set.

As for the frontier orbital gap (alpha / beta): 4.9 / 4.5 eV. The calculation puts the energy above the lowest of the compared OMol25 structures with the same formula, charge and spin at 125.5 kJ/mol. The calculation puts the total energy at -2861.3295 Eh. The HOMO energy (alpha / beta) comes out at -9.836 / -13.701 eV. The molecular weight comes out at 167.026 g/mol. The largest force on an atom is 7.1 eV/A.

```
! RIJCOSX wB97M-V def2-TZVPD def2/J DEFGRID3
* xyz 1 3
Br -2.94925 0.11003 -0.52014
O -1.28795 -0.60108 1.54450
N -0.51989 1.88337 0.44954
C 2.33265 -0.73449 -0.58982
C 1.17329 -1.18543 -0.14344
C -0.18721 -0.82748 -0.68213
C -1.30834 -0.29094 0.27127
H 2.42948 0.06261 -1.33094
H 0.42688 1.91960 0.07582
H -0.72675 2.32611 1.40447
H -0.01758 0.00622 -1.38860
H -1.07314 2.33114 -0.15861
H -0.63071 -1.60790 -1.30142
H -2.16472 -0.47999 1.90242
H 1.27527 -1.92416 0.67252
H 3.22795 -0.98762 -0.20543
*
```

These are the Mulliken partial charges, in e, on atoms 1 to 5: atom 1 (Br): -0.04, atom 2 (O): -0.41, atom 3 (N): -0.65, atom 4 (C): -0.77, atom 5 (C): 0.34


Question: Look up the molecular weight of the sixth one.
Answer: 148.169 g/mol


Question: Which of these has the lowest molecular weight?
Answer: C4H6N2O